230
Properties=species:S:1:pos:R:3:lowdin_charge:R:1 method="wB97M-V/def2-TZVPD" e_homo_ev=-12.03 total_charge=+2 gap_ev=8.6967 energy_ev=-150316.08686
C -27.791 -9.716 -6.001 -0.073
C -28.855 -10.355 -6.952 -0.116
N -28.558 -9.925 -8.370 -0.253
C -28.706 -8.459 -8.390 -0.027
C -27.112 -10.206 -8.807 -0.137
C -26.971 -9.960 -10.316 -0.040
C -29.488 -10.612 -9.322 -0.076
C -31.031 -10.504 -9.025 -0.217
O -31.236 -9.133 -9.040 -0.199
C -32.655 -8.805 -9.024 -0.021
H -27.872 -8.612 -5.789 0.098
H -26.767 -10.006 -6.130 0.025
H -27.973 -10.217 -5.007 0.091
H -29.849 -10.057 -6.573 0.141
H -28.745 -11.452 -6.913 0.140
H -28.567 -7.973 -9.374 0.126
H -27.851 -8.064 -7.860 0.057
H -29.598 -8.086 -7.844 0.118
H -27.029 -11.249 -8.555 0.114
H -26.443 -9.591 -8.248 0.071
H -25.980 -10.308 -10.617 0.091
H -26.992 -8.895 -10.541 0.083
H -27.573 -10.726 -10.874 0.097
H -29.151 -11.633 -9.344 0.137
H -29.549 -10.148 -10.298 0.131
H -31.342 -10.988 -8.132 0.108
H -31.558 -11.065 -9.770 0.126
H -32.926 -8.551 -10.048 0.097
H -32.892 -7.955 -8.472 0.055
H -33.246 -9.665 -8.707 0.094
C -37.107 1.312 0.437 -0.038
C -38.085 0.220 -0.101 -0.127
N -37.600 -0.615 -1.278 -0.233
C -36.373 -1.246 -0.743 -0.046
C -38.648 -1.667 -1.597 -0.134
C -38.006 -2.950 -2.169 -0.029
C -37.170 0.156 -2.558 -0.059
C -38.181 0.393 -3.627 -0.248
O -39.284 1.154 -3.263 -0.169
C -38.951 2.622 -3.337 -0.015
H -37.705 1.939 1.152 0.105
H -36.752 2.057 -0.251 0.036
H -36.226 0.926 1.024 0.077
H -38.999 0.641 -0.494 0.127
H -38.373 -0.454 0.669 0.113
H -36.480 -1.630 0.218 0.088
H -35.690 -0.448 -0.753 0.075
H -35.968 -1.951 -1.515 0.091
H -39.340 -1.231 -2.309 0.115
H -39.127 -1.850 -0.654 0.120
H -37.351 -3.403 -1.388 0.091
H -37.329 -2.620 -3.002 0.089
H -38.820 -3.597 -2.427 0.083
H -36.459 -0.541 -2.916 0.083
H -36.593 1.011 -2.197 0.096
H -38.508 -0.571 -4.065 0.138
H -37.682 0.864 -4.476 0.135
H -39.203 2.959 -4.272 0.049
H -37.859 2.915 -3.109 0.100
H -39.633 3.139 -2.655 0.092
C -31.139 -3.400 -4.366 -0.020
C -29.823 -2.969 -3.820 -0.134
N -28.841 -2.543 -4.898 -0.272
C -27.641 -1.995 -4.282 0.003
C -28.348 -3.606 -5.802 -0.146
C -28.049 -4.960 -5.091 -0.027
C -29.514 -1.537 -5.820 -0.065
C -29.909 -0.224 -5.158 -0.190
O -30.799 -0.241 -4.036 -0.232
C -32.071 0.462 -4.347 -0.029
H -31.684 -2.553 -4.703 0.068
H -31.650 -3.589 -3.499 0.045
H -31.106 -4.196 -5.127 0.098
H -29.271 -3.712 -3.332 0.081
H -29.910 -2.112 -3.203 0.107
H -26.964 -2.669 -3.819 0.094
H -27.935 -1.217 -3.573 0.117
H -27.134 -1.472 -5.087 0.107
H -27.433 -3.163 -6.187 0.117
H -29.125 -3.761 -6.507 0.094
H -27.141 -4.883 -4.453 0.042
H -27.610 -5.586 -5.880 0.081
H -28.922 -5.426 -4.582 0.099
H -30.316 -2.145 -6.278 0.107
H -28.700 -1.321 -6.492 0.132
H -30.341 0.396 -6.022 0.141
H -29.054 0.414 -4.889 0.128
H -31.894 1.606 -4.310 0.122
H -32.691 0.063 -3.579 0.055
H -32.412 0.215 -5.379 0.087
C -21.524 -9.599 -1.652 -0.070
C -21.182 -9.224 -3.076 -0.178
N -22.145 -8.281 -3.772 -0.200
C -22.373 -7.160 -2.780 0.013
C -21.611 -7.712 -5.190 -0.112
C -21.152 -8.781 -6.187 -0.036
C -23.448 -9.036 -4.192 -0.052
C -24.738 -8.578 -3.476 -0.221
O -24.707 -9.103 -2.207 -0.205
C -25.941 -9.091 -1.475 -0.054
H -21.149 -8.930 -0.838 0.104
H -21.083 -10.539 -1.465 0.070
H -22.580 -9.660 -1.427 0.067
H -21.224 -10.161 -3.674 0.126
H -20.174 -8.777 -3.155 0.144
H -22.881 -6.256 -3.238 0.106
H -21.348 -6.867 -2.424 0.125
H -22.974 -7.573 -1.955 0.099
H -20.905 -6.979 -4.885 0.110
H -22.494 -7.204 -5.467 0.051
H -20.575 -9.562 -5.694 0.073
H -20.665 -8.293 -7.091 0.118
H -22.070 -9.161 -6.591 0.041
H -23.248 -10.068 -4.067 0.114
H -23.780 -8.848 -5.203 0.066
H -25.474 -9.033 -4.117 0.114
H -24.841 -7.535 -3.511 0.077
H -26.824 -9.515 -2.070 0.111
H -26.234 -8.126 -1.200 0.054
H -25.794 -9.677 -0.543 0.104
C -22.221 -4.101 -7.583 0.052
C -23.168 -4.368 -8.743 -0.350
O -22.929 -4.140 -9.895 0.161
N -24.529 -4.971 -8.360 0.041
H -24.311 -5.938 -8.072 0.081
H -24.826 -4.497 -7.493 0.125
C -25.513 -5.064 -9.370 -0.062
H -22.052 -5.060 -7.139 0.074
H -22.725 -3.529 -6.826 0.079
H -21.334 -3.664 -7.989 0.095
H -25.569 -4.094 -9.978 0.118
H -26.528 -5.097 -8.855 0.119
H -25.409 -5.962 -9.997 0.107
C -31.669 1.062 -9.766 -0.005
C -33.120 0.654 -9.539 -0.550
O -33.680 -0.274 -10.087 0.048
N -33.701 1.377 -8.527 0.003
H -33.142 2.203 -8.326 0.122
H -25.105 0.806 -7.312 0.145
C -35.129 1.527 -8.279 -0.067
H -30.964 0.723 -9.006 0.070
H -31.594 2.176 -9.821 0.088
H -31.413 0.742 -10.801 0.098
H -35.442 1.650 -7.280 0.058
H -35.639 0.620 -8.605 0.072
H -35.568 2.391 -8.787 0.092
C -36.689 -3.256 -8.988 0.014
C -36.391 -3.415 -7.524 -0.433
O -37.273 -3.681 -6.759 0.156
N -34.987 -3.344 -7.107 0.102
H -34.862 -3.576 -6.127 0.099
H -34.239 -3.959 -7.569 0.121
C -34.638 -1.901 -7.427 0.002
H -35.998 -2.775 -9.632 0.068
H -37.739 -2.936 -9.122 0.111
H -36.679 -4.292 -9.438 0.123
H -33.579 -1.910 -7.790 0.104
H -34.829 -1.381 -6.491 0.074
H -35.287 -1.506 -8.193 0.054
C -32.644 -4.282 -0.436 0.000
C -33.641 -3.626 0.440 -0.489
O -34.216 -2.546 0.252 0.002
N -34.062 -4.446 1.527 0.004
H -25.093 -11.917 -4.021 0.137
H -33.533 -5.260 1.883 0.142
C -34.830 -3.657 2.520 -0.097
H -32.763 -3.815 -1.446 0.073
H -32.895 -5.332 -0.479 0.086
H -31.608 -4.168 -0.045 0.070
H -35.820 -3.420 2.063 0.081
H -34.330 -2.734 2.823 0.075
H -35.072 -4.189 3.455 0.085
C -33.454 1.703 1.153 0.017
C -32.386 1.345 0.165 -0.529
O -31.798 2.156 -0.556 0.018
N -32.151 0.032 0.083 0.033
H -32.560 -0.625 0.803 0.152
H -32.826 3.141 -1.424 0.113
C -31.018 -0.573 -0.601 -0.022
H -34.185 2.481 0.925 0.092
H -32.974 2.068 2.002 0.074
H -33.960 0.820 1.474 0.065
H -30.137 -0.094 -0.213 0.091
H -31.153 -0.377 -1.654 0.070
H -30.968 -1.588 -0.291 0.068
C -25.136 -1.980 0.675 -0.012
C -23.808 -1.722 -0.012 -0.519
O -23.494 -2.360 -1.010 0.015
N -22.945 -0.751 0.494 -0.002
H -26.931 -4.767 -1.950 0.154
H -22.143 -0.649 -0.139 0.145
C -23.262 0.222 1.525 -0.091
H -25.734 -2.660 0.067 0.052
H -25.654 -1.039 0.644 0.075
H -25.167 -2.305 1.702 0.081
H -22.465 0.328 2.244 0.073
H -24.102 -0.182 2.193 0.101
H -23.596 1.187 1.151 0.079
N -24.745 -5.211 -4.825 -0.535
O -24.967 -5.302 -3.652 0.003
O -24.978 -4.106 -5.422 -0.048
O -24.194 -6.223 -5.408 -0.057
N -24.845 -0.817 -8.316 -0.468
O -25.630 -0.004 -7.499 0.090
O -23.763 -0.401 -8.532 0.152
O -25.378 -1.841 -8.577 0.117
N -34.533 -2.566 -3.839 -0.601
O -34.573 -3.729 -4.296 -0.041
O -35.204 -1.739 -4.440 -0.047
O -33.950 -2.332 -2.797 -0.006
N -28.365 -4.100 -0.964 -0.468
O -27.877 -2.979 -1.072 0.069
O -29.352 -4.352 -0.343 0.114
O -27.793 -5.143 -1.587 0.126
N -34.652 2.922 -1.836 -0.402
O -34.475 1.693 -1.862 0.050
O -35.791 3.462 -1.909 0.048
O -33.576 3.723 -1.846 0.120
N -24.595 -8.062 -7.602 -0.574
O -25.666 -7.556 -7.868 -0.028
O -23.577 -7.539 -8.151 -0.022
O -24.547 -9.001 -6.851 0.002
N -25.256 -12.463 -5.699 -0.478
O -25.940 -12.492 -6.666 0.121
O -25.901 -12.024 -4.571 0.113
O -24.095 -12.684 -5.611 0.135
N -31.849 -4.599 -7.728 -0.531
O -31.567 -3.452 -7.398 -0.031
O -33.028 -4.991 -8.117 -0.070
O -30.978 -5.509 -7.597 -0.038